{
  "formula": "C29H41F5N2O9PS2",
  "method": "ωB97M-V/def2-TZVPD",
  "homo_energy_ev": -11.635,
  "charge": 1,
  "lumo_ev": -5.9,
  "e_tot_ev": -96668.551,
  "largest_force_ev_per_a": 7.7,
  "gap_ev": 5.8,
  "spin_multiplicity": 1,
  "symbols": ["C", "O", "C", "C", "C", "C", "C", "C", "C", "C", "C", "C", "N", "C", "C", "F", "F", "C", "C", "C", "C", "C", "C", "F", "F", "F", "C", "C", "P", "O", "O", "S", "C", "C", "O", "O", "O", "C", "C", "C", "N", "C", "S", "C", "O", "O", "H", "H", "H", "H", "H", "H", "H", "H", "H", "H", "H", "H", "H", "H", "H", "H", "H", "H", "H", "H", "H", "H", "H", "H", "H", "H", "H", "H", "H", "H", "H", "H", "H", "H", "H", "H", "H", "C", "O", "H", "H", "H", "H"],
  "coordinates": [[5.29841, -2.95364, 2.13859], [5.75031, -2.55652, 0.81586], [4.93903, -1.40810, 0.46551], [5.54348, -0.65435, -0.83178], [4.57944, 0.54962, -1.33109], [4.50711, 1.74232, -0.22952], [2.97800, 2.08908, 0.15681], [2.86398, 3.00493, 1.50233], [1.46293, 3.83929, 1.43331], [0.18302, 2.85525, 1.67496], [-1.11427, 3.63403, 1.09010], [-2.20585, 2.68982, 0.39809], [-1.99469, 1.20982, 0.65330], [-1.30366, 0.34224, -0.29792], [-0.67181, 1.02810, -1.62663], [0.34805, 0.28250, -2.26140], [0.06207, 2.24368, -1.31286], [-1.79742, 1.29560, -2.75462], [-1.38544, 2.23335, -3.94159], [-2.32473, 2.56713, -5.12251], [-3.76818, 1.93731, -5.10816], [-4.15438, 1.02268, -3.92829], [-5.60095, 0.32814, -3.89755], [-6.57950, 1.01833, -4.64760], [-5.42950, -0.94671, -4.55276], [-6.00848, 0.05164, -2.56627], [-3.21238, 0.67584, -2.72034], [-1.19087, -1.22039, -0.04484], [-0.42344, -2.44549, -1.24804], [-0.64091, -4.08220, -0.90042], [1.28853, -2.26777, -1.41323], [-1.35541, -2.22839, -2.97311], [-1.77116, -1.79348, 1.28456], [-1.72017, -3.30923, 1.76148], [-0.65828, -3.77911, 2.24707], [-2.83959, -4.21131, 1.64801], [-2.27236, -5.41574, 1.32457], [-2.48520, -0.79515, 2.28153], [-3.10527, -1.45134, 3.59240], [-1.93920, -1.83379, 4.67361], [-2.14118, -2.89326, 5.44688], [-2.55495, 0.74165, 1.91598], [-3.38315, 1.73276, 3.22895], [-2.60482, 1.46981, 4.93270], [-4.84232, 1.28042, 3.23624], [-3.41891, 3.22073, 3.12180], [4.14944, -2.86522, 2.19097], [5.56652, -4.02617, 2.41809], [5.73120, -2.26521, 2.96515], [3.86047, -1.76468, 0.23160], [4.97846, -0.68365, 1.35680], [5.64557, -1.44357, -1.66030], [6.59607, -0.22868, -0.63819], [4.98787, 0.88256, -2.34267], [3.50151, 0.14055, -1.44134], [5.08302, 2.62841, -0.66681], [5.08324, 1.39248, 0.69584], [2.45005, 1.06981, 0.30473], [2.54994, 2.65356, -0.75825], [3.72890, 3.76837, 1.40264], [2.95035, 2.37760, 2.46084], [1.47258, 4.73440, 2.14803], [1.45535, 4.29583, 0.36813], [0.43957, 1.89410, 1.11813], [0.11855, 2.73679, 2.81631], [-1.49639, 4.30518, 1.92729], [-0.69523, 4.35179, 0.28431], [-2.18266, 2.94595, -0.73078], [-3.30419, 2.93241, 0.67191], [-0.34264, 2.70533, -3.95664], [-2.00036, 3.23928, -5.99593], [-4.43726, 2.17124, -5.99935], [-3.54385, 0.00453, -1.86091], [-1.05260, -4.56176, -1.66761], [1.71765, -2.24273, -0.52559], [-2.79478, -5.78986, 0.57131], [-3.64683, -2.45584, 3.39512], [-3.85145, -0.81330, 4.16475], [-0.95993, -1.26302, 4.77683], [-3.05169, -3.32956, 5.22212], [-3.16545, 0.68413, 5.54040], [-2.57904, 2.44145, 5.52802], [-1.51868, 1.09790, 4.81320], [2.80094, -3.64900, -4.63332], [1.81953, -2.68160, -4.29167], [2.75843, -3.82944, -5.70768], [3.79405, -3.27661, -4.36878], [2.59926, -4.58293, -4.10194], [1.87860, -2.54086, -3.33883]]
}

{
  "formula": "C29H41F5OP2V",
  "method": "ωB97M-V/def2-TZVPD",
  "homo_energy_ev": [-9.022, -9.024],
  "charge": 1,
  "lumo_ev": [-4.7, -4.1],
  "e_tot_ev": -90629.565,
  "largest_force_ev_per_a": 4.4,
  "gap_ev": [4.3, 4.9],
  "spin_multiplicity": 3,
  "symbols": ["V", "C", "C", "C", "C", "C", "C", "H", "H", "H", "C", "H", "H", "H", "C", "H", "H", "H", "C", "H", "H", "H", "C", "H", "H", "H", "C", "C", "C", "C", "C", "C", "C", "C", "H", "H", "H", "H", "H", "H", "H", "H", "H", "H", "H", "H", "P", "C", "C", "P", "C", "C", "C", "H", "H", "H", "H", "H", "H", "H", "H", "H", "H", "H", "H", "H", "H", "F", "C", "C", "F", "C", "F", "C", "O", "C", "F", "C", "F"],
  "coordinates": [[0.06158, -0.43337, -0.20468], [-0.86423, -2.09493, 0.70549], [0.45452, -2.42214, 0.23068], [0.64894, -0.75348, 1.83529], [-0.73591, -1.05494, 1.68523], [1.38853, -1.60387, 0.95440], [-2.14702, -2.66164, 0.22831], [-2.03708, -3.13092, -0.75558], [-2.92061, -1.88564, 0.17066], [-2.52341, -3.43420, 0.91514], [-1.82862, -0.38774, 2.42672], [-2.79976, -0.84120, 2.20524], [-1.86338, 0.68968, 2.19733], [-1.65070, -0.47804, 3.50555], [1.20692, 0.22786, 2.79712], [1.15606, -0.19144, 3.81044], [0.62497, 1.15811, 2.80311], [2.25715, 0.45622, 2.58942], [2.86510, -1.59696, 0.80526], [3.33704, -2.17060, 1.61643], [3.26707, -0.57699, 0.86385], [3.17891, -2.05397, -0.13913], [0.78817, -3.35597, -0.87112], [1.07588, -4.35289, -0.50739], [1.63668, -2.97518, -1.45311], [-0.06621, -3.49307, -1.54232], [-1.71981, 1.34408, -6.07382], [-1.85042, 0.02548, -6.28022], [-1.03908, -0.79478, -7.24026], [0.42981, -0.33582, -7.43114], [1.13273, 0.10237, -6.17580], [1.22873, 1.38113, -5.77417], [0.53551, 2.53543, -6.43802], [-0.90265, 2.25937, -6.94578], [-1.54264, -0.79763, -8.22275], [0.46540, 0.44904, -8.20131], [-1.03184, -1.84938, -6.91042], [-0.86514, 1.89053, -7.98262], [-2.34453, 1.86323, -5.33936], [-2.72178, -0.50374, -5.87094], [-1.42688, 3.22950, -6.97604], [0.48950, 3.38657, -5.73634], [1.97735, 1.68573, -5.03466], [1.14851, 2.87942, -7.28899], [0.98523, -1.19858, -7.83320], [1.67467, -0.69717, -5.66154], [-1.39869, 0.33960, -2.04616], [-2.84874, 1.38850, -1.92786], [-1.64382, -1.01627, -3.21222], [1.52602, 0.87965, -1.76888], [-0.00622, 1.36561, -2.70563], [2.55712, -0.11466, -2.87887], [2.36924, 2.41176, -1.33373], [-2.68080, 2.11687, -1.12237], [-3.71963, 0.77296, -1.67147], [-3.03441, 1.91054, -2.87535], [-1.63784, -0.62547, -4.23197], [-2.61239, -1.49374, -3.01929], [-0.85334, -1.77163, -3.12722], [2.66099, 2.95893, -2.23939], [3.26723, 2.18314, -0.74532], [1.70226, 3.03670, -0.72343], [-0.21798, 2.42772, -2.51329], [0.11538, 1.20598, -3.78450], [3.57696, -0.14967, -2.47407], [2.58227, 0.29353, -3.89577], [2.16761, -1.13837, -2.93164], [-1.43940, 7.30195, 3.27818], [-1.27707, 6.09145, 2.72104], [-1.02801, 5.96732, 1.34834], [-0.95850, 7.08079, 0.58588], [-0.86592, 4.72359, 0.78416], [-0.61132, 4.61591, -0.54110], [-0.94784, 3.51277, 1.54929], [-0.80969, 2.37029, 1.00901], [-1.19716, 3.70322, 2.94771], [-1.26219, 2.60891, 3.74918], [-1.36060, 4.94271, 3.51219], [-1.58904, 5.06343, 4.84015]]
}